Record 1
Molecular formula: C21H54AlF2N7O15P2S2
Method: DFT, ωB97M-V/def2-TZVPD

Atoms and positions in Å:
O1 10.755 -11.924 -25.929
H1 9.788 -19.364 -27.437
H2 10.358 -18.532 -29.333
H3 14.413 -10.323 -25.410
P1 11.633 -16.146 -27.121
H4 6.129 -19.990 -23.985
C1 4.126 -13.158 -25.813
O2 10.720 -15.017 -27.021
H5 14.091 -17.716 -27.945
C2 3.791 -20.703 -25.595
N1 13.066 -15.845 -28.113
C3 1.837 -21.799 -26.324
H6 3.657 -17.807 -30.914
S1 7.860 -15.792 -24.093
H7 3.378 -18.936 -27.394
H8 12.660 -13.829 -28.238
H9 2.435 -22.311 -27.077
C4 10.699 -10.045 -23.741
H10 7.415 -18.057 -28.313
O3 8.853 -16.708 -23.565
H11 12.970 -16.107 -23.813
C5 13.019 -17.913 -25.426
C6 3.320 -18.169 -28.166
H12 12.932 -18.222 -24.384
C7 12.319 -15.686 -24.579
H13 1.582 -22.610 -25.641
C8 10.400 -17.478 -29.058
H14 7.779 -19.099 -29.512
H15 10.869 -9.003 -23.471
C9 13.746 -16.939 -28.628
H16 4.033 -16.528 -32.048
N2 10.942 -17.562 -27.726
H17 6.052 -19.168 -25.530
O4 7.754 -13.779 -22.088
C10 14.186 -11.358 -25.665
H18 13.042 -17.506 -29.238
N3 12.374 -16.599 -25.682
H19 4.188 -14.102 -29.090
C11 6.893 -18.644 -29.069
O5 3.903 -12.878 -24.521
C12 13.094 -14.606 -28.866
H20 3.297 -14.037 -30.571
O6 4.526 -21.348 -26.359
H21 5.597 -12.071 -23.607
H22 5.554 -13.785 -23.715
H23 12.621 -14.844 -29.819
H24 7.254 -17.947 -31.779
C13 4.913 -12.918 -23.555
Al1 8.189 -13.265 -27.191
S2 8.765 -13.993 -23.077
O7 2.498 -20.716 -25.662
N4 6.101 -17.732 -29.872
O8 6.492 -15.860 -23.619
H25 14.043 -14.347 -29.334
H26 10.559 -18.818 -25.922
O9 10.094 -14.293 -22.606
H27 2.658 -14.872 -29.073
H28 3.598 -18.744 -29.050
C14 10.126 -18.497 -26.869
H29 12.380 -14.657 -24.933
H30 10.368 -10.614 -22.872
H31 9.487 -16.923 -29.272
O10 6.245 -15.464 -28.379
C15 4.115 -16.625 -26.451
H32 3.907 -17.320 -25.638
H33 7.833 -16.898 -30.602
H34 14.070 -17.966 -25.709
H35 9.182 -17.963 -26.768
N5 8.335 -14.498 -24.643
O11 4.188 -19.668 -24.749
O12 11.824 -10.626 -24.376
H36 4.885 -15.938 -26.100
F1 9.003 -12.404 -23.423
C16 5.559 -19.262 -24.562
C17 3.551 -16.737 -31.093
H37 11.071 -16.997 -29.770
H38 4.531 -12.820 -22.538
H39 14.349 -11.997 -24.797
H40 6.326 -16.411 -31.413
H41 12.545 -18.679 -26.040
O13 3.051 -13.111 -26.584
H42 1.504 -12.767 -25.165
P2 5.323 -16.446 -28.948
H43 3.151 -16.129 -26.565
H44 6.259 -19.282 -28.454
C18 3.514 -14.683 -29.720
H45 2.492 -16.512 -31.216
N6 4.358 -17.212 -27.765
F2 7.453 -16.343 -25.564
H46 9.901 -9.912 -24.472
O14 5.196 -13.507 -26.249
H47 5.541 -18.378 -23.925
H48 1.694 -11.392 -26.305
C19 6.891 -17.256 -31.018
H49 0.991 -21.328 -26.823
H50 0.947 -12.900 -26.872
H51 14.618 -16.556 -29.158
N7 4.174 -15.884 -30.068
C20 1.692 -12.477 -26.199
O15 12.862 -11.593 -26.042
H52 2.335 -17.702 -28.175
C21 11.740 -11.367 -25.465
H53 11.306 -15.716 -24.180
H54 14.978 -11.542 -26.391

highest occupied orbital energy	-12.883	eV
total charge	+2

=====

Record 2
Molecular formula: C3H13N2O2Ru
Method: DFT, ωB97M-V/def2-TZVPD

Atoms and positions in Å:
H1 -4.438 0.523 2.335
H2 0.220 2.329 -1.471
Ru1 0.101 0.038 -0.147
C1 2.376 -1.330 -1.158
H3 -3.469 2.712 2.320
H4 2.629 -2.420 -1.184
O1 -2.075 -0.340 2.152
H5 1.731 1.914 -1.003
H6 2.706 -0.910 -0.194
C2 -3.991 0.882 1.426
H7 -4.602 0.608 0.577
H8 -3.631 2.821 0.660
H9 -0.465 -1.306 0.464
H10 0.715 2.657 0.038
O2 -1.945 0.876 0.258
N1 -4.006 2.366 1.509
H11 -4.954 2.728 1.645
H12 2.984 -0.813 -1.912
N2 0.757 1.947 -0.695
H13 1.255 -1.152 -1.267
C3 -2.531 0.384 1.307

highest occupied orbital energy (spin up / spin down)	-9.976 / -12.075	eV
total charge	+1
multiplicity	5

=====

Record 3
Molecular formula: C18H32BCl16F10NO4S2Sn
Method: DFT, ωB97M-V/def2-TZVPD

Atoms and positions in Å:
F1 -2.820 1.140 -0.703
H1 2.197 -6.428 0.778
C1 0.453 -2.143 1.793
Cl1 5.463 1.324 -1.377
H2 5.177 -0.862 3.844
H3 -5.440 2.937 -2.580
C2 3.228 -7.374 2.417
H4 -7.407 1.529 -0.563
H5 3.469 1.615 -2.436
F2 -7.013 -0.469 0.905
C3 2.461 -6.175 1.804
H6 -6.021 2.582 -0.178
Cl2 3.461 0.948 5.197
O1 1.777 -1.487 -0.540
Cl3 -7.167 1.500 -3.490
C4 3.869 -0.600 -2.519
C5 -6.803 2.370 -0.906
F3 1.554 -2.658 2.309
Cl4 2.841 -7.347 -2.260
C6 1.328 5.408 1.052
Cl5 2.801 3.023 1.322
H7 2.027 6.039 1.601
H8 4.269 -1.347 -1.833
C7 -0.234 5.760 -3.625
C8 2.983 -4.569 -1.997
H9 -1.207 6.227 -3.777
Cl6 0.925 7.039 -3.170
C9 3.242 0.152 3.599
F4 -2.986 -0.286 -2.311
H10 -4.182 1.627 1.533
Cl7 4.751 -4.399 -2.171
H11 1.128 3.962 2.703
O2 0.386 -3.617 -0.459
Cl8 4.949 -0.595 -3.987
H12 -5.292 1.384 -2.082
H13 0.448 3.492 1.248
C10 -6.077 2.126 -2.228
C11 -3.639 2.954 3.087
B1 -5.807 -1.007 0.681
H14 3.449 -7.177 3.466
H15 5.401 0.592 3.080
C12 4.678 -0.223 3.117
F5 -6.108 -2.159 0.024
O3 0.251 -0.147 -2.431
H16 2.646 -0.756 3.684
O4 -0.071 0.928 -0.192
H17 -1.019 3.971 -2.952
C13 -3.256 1.915 2.032
H18 0.088 5.420 -4.610
H19 3.225 0.764 -0.920
Cl9 3.343 -4.637 1.636
Cl10 -7.927 3.823 -0.865
H20 2.576 -5.660 -3.887
Cl11 1.311 3.813 -2.453
C14 2.378 -5.724 -2.817
H21 2.827 0.986 3.034
H22 4.186 -7.457 1.903
F6 -1.997 1.699 -2.538
C15 -2.209 0.666 -1.749
C16 -0.246 4.652 -2.596
H23 1.298 -5.673 -2.676
Cl12 -0.344 6.055 1.460
C17 1.340 3.984 1.634
S1 -0.489 -0.045 -1.177
C18 3.844 0.800 -1.816
H24 -4.517 2.580 3.615
N1 -0.880 -1.430 -0.578
H25 -2.516 2.158 1.270
F7 -0.581 -2.818 2.247
Cl13 -2.248 3.261 4.209
Cl14 -2.674 0.395 2.717
Cl15 4.484 -0.936 1.499
H26 2.869 -4.589 -0.913
H27 2.608 -3.570 -2.217
H28 2.927 -1.052 -2.828
H29 -0.517 5.056 -1.621
F8 -5.123 -1.432 1.831
F9 0.375 -0.893 2.154
Sn1 -3.241 -3.172 -0.391
H30 -3.979 3.900 2.665
S2 0.562 -2.182 -0.144
Cl16 2.340 -8.868 2.294
F10 -5.089 -0.185 -0.146
H31 1.565 -5.802 2.300
H32 1.368 5.396 -0.037

highest occupied orbital energy	-10.113	eV
total charge	0

=====

Record 4
Molecular formula: C49H38ClN9NaO5S
Method: DFT, ωB97M-V/def2-TZVPD

Atoms and positions in Å:
C1 -3.738 -1.388 3.106
N1 -3.243 -1.130 -0.557
N2 0.814 -0.126 -2.538
N3 -1.764 -1.476 1.699
C2 4.414 -3.402 -2.801
Na1 -0.564 -0.998 -0.581
H1 2.791 0.190 -4.739
C3 3.236 -2.866 -3.298
C4 0.444 0.854 -3.239
C5 -2.395 0.047 -5.495
C6 -1.739 3.888 -3.319
H2 -0.875 1.306 6.881
H3 -1.096 -1.611 -5.166
C7 -3.898 -1.129 0.668
C8 2.563 -4.514 0.607
H4 -6.956 -0.915 2.135
H5 7.951 1.772 -0.368
C9 -3.337 0.917 -4.931
C10 6.081 0.293 1.853
H6 6.856 -0.233 2.401
N4 7.790 1.455 0.576
H7 6.053 -3.132 -1.441
H8 -0.906 -1.856 4.917
C11 -1.828 -0.938 -4.732
N5 -2.352 1.668 0.931
H9 4.748 -4.376 -3.138
C12 -3.315 1.724 4.573
O1 -1.479 -1.935 -2.627
H10 -0.546 1.643 2.625
H11 -2.990 4.528 -1.684
C13 -3.637 -0.312 -1.458
C14 1.522 -1.044 -3.435
C15 3.529 -0.925 -1.921
C16 4.747 0.059 2.148
H12 -4.080 1.296 2.028
C17 -3.108 -1.345 1.845
H13 1.513 -0.686 -5.625
C18 -3.211 1.963 2.086
N6 1.192 -2.697 -0.076
C19 1.523 -3.969 -0.137
C20 -0.491 1.923 -2.818
H14 -2.044 4.673 -3.998
C21 -2.917 -1.588 4.241
H15 2.830 -5.559 0.548
H16 8.399 0.682 0.799
H17 2.643 -3.426 -4.014
H18 -3.040 4.117 2.456
C22 -2.721 1.572 5.816
C23 1.766 -0.184 -4.693
C24 -2.492 2.622 0.119
H19 0.034 -1.733 2.633
C25 -2.118 -1.114 -3.329
H20 3.155 0.019 -1.547
H21 -4.396 1.794 4.494
H22 -4.460 1.421 -3.196
C26 -5.141 -1.215 3.202
C27 3.755 0.733 1.452
H23 -4.693 3.618 2.001
O2 0.879 0.936 -4.528
H24 -3.371 -1.609 5.226
C28 -0.831 2.926 -3.719
H25 4.079 -3.956 2.026
H26 -4.410 0.435 -1.214
C29 -3.716 0.757 -3.625
C30 5.147 -2.704 -1.852
H27 -3.334 1.544 6.709
C31 -1.873 2.758 -1.223
H28 4.458 -0.651 2.910
C32 5.434 1.882 0.171
H29 5.702 2.599 -0.597
C33 2.786 -1.625 -2.862
H30 0.935 -4.582 -0.815
N7 2.936 -2.337 1.514
H31 -2.113 0.168 -6.535
C34 -1.159 1.631 3.518
C35 -1.574 -1.727 4.077
H32 -5.873 -0.895 -0.086
C36 -0.563 1.463 4.764
C37 3.239 -3.623 1.419
C38 4.700 -1.465 -1.410
C39 -2.270 3.809 -2.046
O3 1.963 0.011 3.179
C40 1.904 -1.898 0.763
H33 -0.402 2.924 -4.710
H34 0.510 1.325 4.806
C41 4.102 1.652 0.472
Cl1 -4.012 2.216 -5.899
O4 -3.319 3.657 0.466
C42 -1.038 -1.659 2.770
C43 -5.880 -1.029 2.070
H35 0.817 -1.856 -3.641
C44 -5.263 -0.998 0.802
S1 2.033 0.454 1.800
C45 -1.340 1.439 5.912
N8 1.483 -0.617 0.762
O5 1.385 1.708 1.488
H36 -5.608 -1.243 4.180
C46 -3.632 3.427 1.850
C47 -2.536 1.759 3.418
N9 -1.003 1.824 -1.593
H37 5.246 -0.929 -0.645
C48 6.437 1.197 0.854
H38 3.317 2.191 -0.044
C49 -3.154 -0.241 -2.816

highest occupied orbital energy	-4.400	eV
total charge	-1

=====

Record 5
Molecular formula: C14H12ClO6P3
Method: DFT, ωB97M-V/def2-TZVPD

Atoms and positions in Å:
H1 -7.759 0.417 -3.745
C1 2.953 0.706 2.253
Cl1 -4.354 1.058 -5.132
H2 -0.410 3.372 0.546
O1 1.665 -2.244 -0.369
C2 3.143 -1.640 1.369
H3 5.265 -4.117 2.260
C3 1.797 0.937 1.338
C4 5.251 -2.143 3.104
H4 -2.143 0.681 -3.041
H5 1.512 2.927 2.054
H6 -0.054 -0.599 -1.049
H7 -3.442 0.719 -1.217
C5 3.748 -2.891 1.381
O2 -6.044 2.503 -2.685
C6 0.089 2.413 0.523
P1 -4.848 -0.245 -3.611
C7 4.651 -0.895 3.096
C8 2.022 -1.393 0.415
P2 -3.056 -0.093 -2.294
C9 4.797 -3.141 2.249
H8 3.385 -3.653 0.706
O3 3.352 1.581 2.991
C10 3.593 -0.641 2.232
H9 6.074 -2.340 3.778
O4 -5.889 0.526 -0.966
H10 4.989 -0.107 3.755
O5 -2.586 -1.455 -1.961
H11 -1.179 1.625 -1.011
C11 -0.344 1.422 -0.353
O6 -7.660 0.671 -2.820
H12 -5.144 2.786 -2.901
C12 1.158 2.171 1.367
P3 -6.172 0.950 -2.339
C13 1.358 -0.056 0.461
C14 0.282 0.188 -0.385

highest occupied orbital energy	-9.835	eV
total charge	0
SMILES string	O=C1c2ccccc2C(=O)c2ccccc21.O=[PH2]P(Cl)P(=O)(O)O

=====

Record 6
Molecular formula: C8H11Br
Method: DFT, ωB97M-V/def2-TZVPD

Atoms and positions in Å:
H1 -1.888 3.130 0.914
C1 0.983 0.199 -2.061
H2 -3.395 2.721 1.573
H3 1.388 1.175 -1.746
C2 0.920 -2.223 -1.187
H4 1.223 -2.745 -0.295
H5 -2.961 2.177 -0.199
C3 -1.646 0.037 1.832
H6 -0.210 0.370 -2.102
H7 1.550 0.016 -2.970
C4 1.139 -0.758 -0.863
H8 -0.098 -2.549 -1.553
C5 -2.039 1.108 1.417
C6 1.305 -0.281 0.333
H9 1.313 -0.971 1.275
H10 1.290 0.783 0.557
H11 1.640 -2.521 -2.040
C7 -2.565 2.333 0.857
C8 -0.779 -0.807 2.429
Br1 -1.233 -2.683 2.426

highest occupied orbital energy	-8.276	eV
total charge	0

=====

Record 7
Molecular formula: C4H14N3OP
Method: DFT, ωB97M-V/def2-TZVPD

Atoms and positions in Å:
H1 -0.912 -4.106 0.770
N1 -0.401 1.183 0.581
H2 -1.576 -2.499 1.042
N2 0.703 1.339 -1.860
H3 2.677 1.847 -2.186
O1 -1.838 0.989 -1.599
H4 -1.807 0.441 1.981
H5 1.504 1.700 1.269
N3 -0.322 -2.736 -0.657
C1 2.105 1.002 -1.801
H6 0.364 1.460 -2.809
H7 -1.138 -2.804 -1.264
H8 1.259 -0.046 0.976
C2 -0.683 -3.032 0.679
P1 -0.555 0.598 -1.002
H9 -2.447 1.427 0.644
C3 0.789 0.871 1.344
H10 0.162 -2.813 1.336
C4 -1.619 1.309 1.340
H11 2.393 0.829 -0.769
H12 2.358 0.112 -2.385
H13 -1.555 2.199 1.970
H14 0.538 0.729 2.398

highest occupied orbital energy (spin up / spin down)	-9.036 / -7.560	eV
total charge	0

=====

Record 8
Molecular formula: C3H3Br
Method: DFT, ωB97M-V/def2-TZVPD

Atoms and positions in Å:
C1 -0.774 0.582 0.436
Br1 -1.556 0.586 2.230
C2 -0.246 -0.730 -0.146
H1 -1.028 1.460 -0.012
H2 -0.392 -1.663 -0.558
C3 0.609 0.052 0.418
H3 1.530 0.010 1.023

highest occupied orbital energy	-9.698	eV
total charge	0
SMILES string	BrC1C=C1

=====

Listing E_tot for the structures above in their given order: -4264.89956, -476.59038, -10458.07059, -3779.97560, -2476.52994, -2885.20972, -741.57963, -2690.01784 a.u..